Entry 1:
Here is 8 unconnected molecules or ions with the total composition C23H54N2O22S4 from OMol25. Energies are from the ωB97M-V functional and the def2-TZVPD basis.

```
105
Properties=species:S:1:pos:R:3:forces:R:3:lowdin_charge:R:1
C -0.492371 0.363457 5.661733 5.205 3.721 -1.949 -0.0108
N -1.454371 1.315457 5.061733 -1.171 1.540 -1.810 -0.3313
C -2.536371 1.663457 6.043733 -2.442 -1.144 -1.310 0.0080
C -0.707371 2.609457 4.612733 -1.029 -4.729 -4.615 0.0582
C -1.999371 0.742457 3.705733 0.981 -3.744 2.973 -0.0360
C -2.800371 -0.639543 3.878733 5.816 3.576 -9.225 -0.1716
O -3.493371 -0.915543 2.656733 1.417 0.169 0.575 -0.0044
H -1.001371 -0.307543 6.179733 -2.172 -3.924 1.254 0.0410
H 0.097629 0.830457 6.533733 -0.801 0.140 -1.484 0.1403
H 0.322629 0.089457 4.822733 -2.286 -0.138 2.076 0.1502
H -2.906371 0.729457 6.591733 0.798 1.455 -0.624 0.1344
H -3.474371 2.129457 5.543733 1.773 -0.896 0.404 0.1472
H -2.131371 2.423457 6.645733 0.407 0.584 1.367 0.0735
H -0.543371 3.163457 5.400733 2.391 2.225 4.418 0.0369
H -1.339371 3.288457 4.069733 -0.811 -0.420 -0.875 0.1095
H 0.047629 2.128457 3.888733 -0.438 1.716 1.554 0.1471
H -1.142371 0.728457 3.068733 0.556 -0.705 -0.431 0.0907
H -2.682371 1.312457 3.250733 -2.470 3.221 -1.072 0.0884
H -3.380371 -0.578543 4.557733 -9.032 2.234 8.129 0.0104
H -2.233371 -1.240543 4.431733 3.698 -4.244 0.109 0.0724
H -2.999371 -0.439543 1.952733 -0.313 -0.642 0.077 0.0621
N -1.052371 1.000457 -0.029267 2.245 -1.608 -0.342 -0.5391
O -0.624371 1.865457 0.718733 0.604 1.238 0.443 -0.0386
O -2.201371 0.560457 0.209733 0.323 -0.577 -1.344 -0.0496
O -0.189371 0.500457 -0.923267 -3.152 0.709 1.711 -0.0910
O 2.057629 1.599457 -6.023267 -1.005 -0.106 -0.234 -0.2811
S 1.508629 1.345457 -4.727267 2.293 0.309 0.220 0.6149
O 2.498629 0.880457 -3.765267 -1.449 0.301 0.119 -0.3060
O 0.929629 2.804457 -4.257267 -0.046 -1.893 -0.411 -0.2530
C 0.222629 2.847457 -2.996267 -0.267 0.982 -0.781 -0.2672
C -0.242371 4.351457 -2.770267 0.654 -1.060 -0.334 -0.0426
C 0.170629 0.175457 -4.704267 -1.492 -0.593 -3.693 -0.1473
H 0.890629 2.523457 -2.209267 0.294 0.232 0.297 0.0816
H -0.556371 2.078457 -2.984267 -0.370 0.560 -0.278 0.0864
H -0.974371 4.157457 -1.960267 -0.634 0.993 -0.961 0.0522
H -0.438371 5.082457 -3.730267 0.040 -2.350 2.665 0.1486
H 0.577629 4.716457 -2.157267 0.268 0.800 -0.451 0.0485
H -0.561371 0.227457 -5.626267 0.681 1.594 2.064 0.1314
H -0.276371 0.123457 -3.744267 -0.527 -0.021 0.626 0.0196
H 0.338629 -0.842543 -5.123267 1.628 0.282 1.256 0.0703
O 1.286629 -3.629543 2.140733 0.141 2.359 0.250 -0.2666
S 1.361629 -2.219543 2.509733 -2.713 -1.480 5.510 0.8350
O 0.188629 -1.651543 3.395733 4.134 -1.549 -3.092 -0.3782
O 2.810629 -2.068543 3.495733 -1.385 2.198 -3.968 -0.2837
C 2.938629 -2.908543 4.607733 0.043 -1.292 -0.413 -0.2629
C 4.302629 -2.723543 5.284733 -3.356 0.793 2.683 -0.0316
C 1.539629 -1.184543 1.132733 0.674 2.713 4.812 -0.0960
H 2.630629 -3.924543 4.217733 1.031 0.553 1.051 0.1426
H 2.203629 -2.556543 5.235733 -1.868 0.204 2.032 0.0733
H 4.644629 -1.829543 5.800733 -1.185 1.046 -0.458 0.0934
H 5.013629 -2.892543 4.661733 4.588 -1.263 -4.380 -0.0099
H 4.500629 -3.383543 6.085733 -0.520 -1.526 0.759 0.0725
H 0.760629 -1.241543 0.545733 -4.610 -1.209 -2.886 0.0145
H 2.335629 -1.454543 0.624733 4.213 -1.079 -2.335 0.0150
H 1.494629 -0.119543 1.389733 0.643 -0.272 0.430 0.1011
O 5.671629 2.151457 0.745733 3.669 4.889 3.705 -0.2033
S 4.937629 1.368457 -0.071267 -5.489 -4.980 -3.161 0.5338
O 5.372629 0.958457 -1.355267 1.067 -0.058 -0.813 -0.2626
O 4.670629 0.034457 0.784733 -0.598 -0.517 -0.489 -0.2466
C 5.809629 -0.792543 0.869733 2.352 -0.208 3.219 -0.2945
C 5.628629 -1.967543 1.836733 0.008 0.201 -0.750 -0.0461
C 3.240629 1.917457 -0.422267 6.075 -2.157 -6.020 -0.0593
H 6.648629 -0.286543 1.397733 -0.687 0.760 -0.011 0.1211
H 6.391629 -0.988543 0.022733 -0.594 -0.729 -2.381 0.0977
H 6.351629 -2.752543 1.653733 0.326 -0.032 -0.336 0.0857
H 4.668629 -2.444543 1.783733 -0.562 -0.058 0.107 0.0581
H 5.854629 -1.583543 2.815733 -0.474 -0.097 0.612 0.0660
H 3.665629 2.518457 -1.316267 -2.049 -0.443 1.213 0.1217
H 2.787629 2.316457 0.292733 -3.130 4.652 6.177 -0.0273
H 2.552629 1.144457 -0.643267 0.007 -1.327 -1.277 0.0435
O -3.853371 3.666457 -3.843267 1.161 0.841 -0.599 -0.2732
S -4.821371 3.089457 -2.995267 1.073 -1.893 -3.269 0.5752
O -6.131371 3.597457 -3.043267 -1.837 0.453 0.648 -0.2628
O -4.911371 1.425457 -3.590267 0.481 3.219 1.648 -0.2890
C -5.809371 1.388457 -4.727267 0.250 -2.673 2.276 -0.2810
C -5.981371 -0.136543 -4.877267 1.646 -3.194 -2.653 -0.0880
C -4.250371 2.976457 -1.399267 3.916 -2.757 2.238 -0.1699
H -5.530371 1.980457 -5.549267 1.424 0.066 -1.459 0.1053
H -6.681371 1.889457 -4.451267 -1.949 0.238 0.813 0.0744
H -5.030371 -0.640543 -5.553267 -2.550 1.670 1.721 0.1363
H -6.898371 -0.422543 -5.469267 0.886 0.500 0.516 0.0680
H -5.966371 -0.896543 -3.985267 -0.162 2.361 -1.010 0.0848
H -2.974371 2.777457 -1.269267 -3.864 0.181 -1.084 0.1506
H -4.765371 1.981457 -1.148267 0.721 1.689 0.953 0.0923
H -4.302371 3.886457 -0.761267 -1.094 -0.780 -0.678 0.0863
C 2.154629 -2.213543 -2.601267 -1.481 2.046 -3.454 -0.1226
C 3.684629 -2.269543 -2.483267 -1.478 -0.212 3.700 -0.0287
O 3.777629 -3.457543 -1.641267 2.059 -0.146 -0.436 0.0440
C 2.617629 -3.868543 -1.241267 0.346 -7.563 1.657 -0.6588
O 2.495629 -4.983543 -0.672267 0.163 3.557 -0.620 0.0752
O 1.632629 -3.213543 -1.721267 -1.704 1.113 -1.633 0.0988
H 1.887629 -2.115543 -3.789267 0.079 -1.711 2.763 0.1647
H 1.539629 -1.395543 -2.263267 0.936 1.318 0.195 0.0964
H 3.951629 -1.591543 -1.600267 0.857 0.604 -2.787 0.1500
H 4.187629 -2.542543 -3.422267 0.254 1.171 0.659 0.1494
C -2.901371 -1.325543 -2.341267 -7.615 -2.853 -8.491 -0.0670
C -3.529371 -2.745543 -2.271267 -1.428 1.727 -0.279 -0.0775
O -2.415371 -3.388543 -2.818267 0.166 -3.853 -0.113 0.0637
C -1.679371 -2.658543 -3.635267 3.352 0.221 -0.524 -0.5441
O -0.647371 -2.999543 -4.231267 -3.226 0.428 1.146 0.1051
O -2.090371 -1.401543 -3.529267 -0.136 0.530 -0.591 0.0550
H -2.340371 -1.069543 -1.682267 6.505 2.584 8.537 0.0014
H -3.622371 -0.578543 -2.544267 -0.773 0.910 -0.022 0.1099
H -4.545371 -2.927543 -2.922267 2.624 0.569 1.396 0.1726
H -3.743371 -3.016543 -1.206267 0.490 -0.239 -1.070 0.1420
```
Forces are in eV/Å.

Values from the calculation:
* frontier orbital gap: 8.7921 eV
* ΔE to the lowest compared entry with this formula, charge and spin: 52.1 kcal/mol
* LUMO energy: -0.68 eV
* E_HOMO: -9.469 eV
* electronic energy: -116071.0781 eV

Entry 2:
Here is C8H8O in the gas phase from OMol25. Energies are from the ωB97M-V functional and the def2-TZVPD basis.

```
17
Properties=species:S:1:pos:R:3:forces:R:3:lowdin_charge:R:1
C 1.826457 1.641936 -0.138157 5.729 8.079 -1.317 -0.0822
C 1.054357 0.534737 -0.024171 3.999 -0.584 -0.338 -0.4802
C 1.799531 -0.591189 -0.070321 2.616 -4.356 1.040 -0.1927
C 2.484003 -1.560944 0.175857 2.728 -1.426 3.495 0.0987
C -0.173181 0.430726 -0.033245 -10.625 -3.377 -0.962 -0.1555
C -0.681276 -1.049299 -0.114938 -1.096 -4.497 0.209 -0.1109
C -2.484724 0.293275 0.308554 -1.167 -1.662 -2.848 -0.0707
C -1.494977 1.169103 0.095717 1.346 1.767 2.398 -0.0197
H 2.420314 2.147375 0.813205 -1.447 -1.795 -2.136 0.1476
H 2.701758 1.537397 -1.047804 -2.436 0.223 2.672 0.1686
H 1.159121 2.458160 -0.486336 0.653 0.050 0.160 0.0829
H 3.255440 -2.153676 1.042264 -2.806 1.804 -3.691 0.1533
H -0.349048 -1.717776 0.875552 -1.293 2.159 -1.888 0.1650
H -0.399086 -1.942721 -0.892750 0.031 3.100 1.105 0.1665
H -3.556889 0.553039 0.603551 1.705 -0.805 -0.542 0.1370
H -1.625115 2.265399 0.461445 0.473 -2.101 -0.860 0.1371
O -2.198455 -1.044657 -0.320613 1.590 3.421 3.504 -0.1446
```
Forces are in eV/Å.

Values from the calculation:
* frontier orbital gap: 8.6128 eV
* ΔE to the lowest compared entry with this formula, charge and spin: 164.5 kcal/mol
* LUMO energy: 0.23 eV
* E_HOMO: -8.382 eV
* electronic energy: -10464.9884 eV
* SMILES: C#C/C(C)=C1/C=COC1